{
  "formula": "C26H32NO5SYb",
  "method": "ωB97M-V with the def2-TZVPD basis set",
  "species": ["O", "C", "C", "H", "H", "C", "H", "H", "C", "H", "H", "H", "C", "H", "H", "H", "Yb", "C", "C", "C", "H", "C", "C", "H", "H", "H", "H", "C", "C", "C", "H", "C", "C", "H", "H", "H", "H", "O", "C", "C", "H", "H", "C", "H", "H", "C", "H", "H", "H", "H", "O", "S", "O", "N", "C", "O", "C", "C", "C", "C", "C", "C", "H", "H", "H", "H"],
  "coordinates": [[0.437550, -1.686788, -4.417847], [-0.732408, -2.214219, -5.149138], [0.071908, -2.732698, -6.323364], [-1.419421, -1.397884, -5.424248], [-1.239553, -3.011330, -4.584274], [1.270383, -2.150169, -5.525132], [-0.131199, -2.195584, -7.256586], [0.084650, -3.823490, -6.416424], [1.911614, -0.998276, -6.273056], [1.161042, -0.231739, -6.492301], [2.314028, -1.381316, -7.219962], [2.721347, -0.558683, -5.684883], [2.275643, -3.204374, -5.106882], [1.791452, -4.000288, -4.531266], [3.069442, -2.755181, -4.505083], [2.718842, -3.640477, -6.009298], [0.292583, 0.210295, 1.021518], [0.956986, -1.249662, 3.222607], [-0.461375, -1.163949, 3.244294], [-0.974523, -1.893538, 2.139676], [-1.055858, -0.698205, 4.027611], [0.138880, -2.481212, 1.458843], [1.333865, -2.039856, 2.104152], [2.346496, -2.317972, 1.823607], [1.634860, -0.834122, 3.969165], [-2.024685, -2.041647, 1.900642], [0.083877, -3.224263, 0.671792], [1.837332, 2.319874, 2.042312], [2.741406, 1.307820, 1.624194], [2.631024, 1.178128, 0.205572], [3.423484, 0.759816, 2.269781], [1.642791, 2.105380, -0.245206], [1.147737, 2.806133, 0.894461], [0.414552, 3.605329, 0.880247], [1.733976, 2.702201, 3.056268], [3.248102, 0.542688, -0.427077], [1.363200, 2.297508, -1.275306], [-0.423198, 0.292630, -1.559635], [0.325596, -0.939744, -1.776169], [-0.687207, -2.080170, -1.868593], [1.132463, -1.091830, -1.017401], [0.852105, -0.837624, -2.726792], [-1.971984, -1.365111, -2.286773], [-0.813880, -2.572022, -0.899537], [-0.331876, -2.807492, -2.599485], [-1.862085, -0.018355, -1.577611], [-2.874224, -1.922064, -2.030318], [-1.947391, -1.188200, -3.368707], [-2.250033, -0.096669, -0.541388], [-2.379637, 0.812230, -2.077143], [-4.657701, 3.488036, 4.267556], [-3.354310, 3.912735, 3.824605], [-3.152951, 5.306020, 3.513937], [-2.740489, 2.925203, 2.656758], [-1.674918, 2.205595, 3.000300], [-1.055596, 1.402717, 2.223228], [-1.280131, 2.463098, 4.421327], [-0.219693, 1.939436, 5.184339], [-0.062309, 2.359557, 6.511351], [-0.939644, 3.305966, 7.072289], [-1.988292, 3.834889, 6.304845], [-2.123425, 3.391588, 4.996230], [0.459646, 1.214834, 4.736406], [0.750602, 1.951488, 7.123603], [-0.801811, 3.632560, 8.105353], [-2.687657, 4.572452, 6.698017]],
  "atomic_forces_ev_per_a": [[-0.713, -0.964, -1.805], [-0.488, 0.269, 0.392], [0.411, 0.351, 0.545], [0.096, -0.339, 0.323], [0.006, 0.458, -0.011], [0.480, -0.285, -1.027], [0.104, -0.462, 0.116], [-0.045, 0.329, -0.238], [0.079, -0.027, 0.158], [0.157, -0.075, 0.022], [0.007, 0.167, 0.196], [-0.044, 0.075, -0.103], [-0.030, 0.168, 0.105], [0.073, 0.105, -0.080], [-0.001, -0.106, 0.021], [-0.002, 0.036, 0.181], [0.666, 1.149, 1.324], [-0.417, 0.133, -0.181], [0.311, -0.343, -0.027], [0.520, -0.060, -0.061], [0.180, 0.065, -0.400], [0.177, 0.682, 0.218], [-0.446, -0.080, -0.271], [-0.233, 0.032, 0.108], [-0.228, -0.053, -0.341], [0.228, -0.021, 0.118], [0.093, 0.255, 0.082], [-0.040, -0.368, -0.454], [-0.482, 0.105, -0.238], [-0.421, -0.173, 0.150], [-0.168, 0.118, -0.200], [0.078, 0.173, 0.608], [0.546, -0.546, -0.325], [0.057, -0.216, 0.025], [-0.109, -0.223, -0.278], [-0.164, 0.144, 0.164], [0.018, -0.110, 0.206], [-0.526, -0.609, 1.348], [0.390, -0.016, -0.397], [0.166, 0.068, 0.407], [-0.571, 0.154, 0.040], [-0.130, 0.119, 0.436], [0.260, 0.317, -0.384], [-0.087, 0.117, -0.276], [-0.151, 0.018, 0.206], [0.093, -0.096, 0.190], [0.038, 0.134, -0.002], [-0.194, -0.042, 0.334], [0.188, 0.136, -0.288], [0.264, -0.281, 0.163], [0.378, 0.072, -0.377], [1.012, -0.676, 0.205], [-0.134, -0.555, -0.131], [0.422, -0.709, -0.915], [-1.485, 1.238, -0.194], [-0.421, 0.152, -0.012], [0.952, -0.309, 0.756], [-0.404, 0.163, -0.192], [-0.193, 0.156, -0.038], [-0.063, -0.093, -0.345], [0.327, -0.262, 0.012], [-0.108, 0.429, 0.953], [-0.133, 0.155, 0.126], [-0.346, 0.178, -0.310], [-0.037, -0.128, -0.336], [0.237, -0.192, 0.000]],
  "total_energy_ev": -81572.67977,
  "max_force_ev_per_a": 2.17,
  "gap_ev": [8.5181, 7.8750],
  "spin_multiplicity": 2,
  "s_squared": 0.75,
  "homo_energy_ev": [-8.389, -8.405]
}

---

{
  "formula": "C26H33AlGeN5S",
  "method": "ωB97M-V with the def2-TZVPD basis set",
  "species": ["Al", "N", "C", "C", "N", "C", "C", "N", "C", "C", "N", "H", "H", "H", "H", "H", "H", "H", "H", "H", "H", "H", "H", "H", "H", "H", "H", "H", "H", "S", "C", "N", "C", "Ge", "C", "C", "C", "C", "C", "C", "C", "C", "C", "C", "C", "C", "C", "C", "C", "C", "C", "C", "H", "H", "H", "H", "H", "H", "H", "H", "H", "H", "H", "H", "H", "H", "H"],
  "coordinates": [[0.545572, -1.182163, -1.888576], [1.566842, 0.148231, -3.472124], [2.176041, 1.484349, -3.515839], [3.361871, 1.594512, -2.574250], [3.054343, 1.236075, -1.216371], [3.968113, 0.298349, -0.601691], [3.725978, -1.145529, -0.999147], [2.329620, -1.503182, -0.757176], [2.632139, 2.349026, -0.398339], [1.315093, 2.983959, -0.824487], [0.298621, 2.006065, -1.181570], [2.221293, -0.571685, -3.764044], [0.812108, 0.086138, -4.149443], [1.417127, 2.223710, -3.261801], [2.530743, 1.704022, -4.525738], [3.752568, 2.621667, -2.621558], [4.155031, 0.940597, -2.955863], [3.855669, 0.370877, 0.482086], [5.020219, 0.538846, -0.826502], [4.408037, -1.773990, -0.423835], [3.952945, -1.307177, -2.057612], [2.037456, -1.295977, 0.194104], [2.173401, -2.507657, -0.848534], [3.379966, 3.164704, -0.398787], [2.555481, 1.991868, 0.630657], [1.485557, 3.625229, -1.696948], [1.030427, 3.657679, -0.004236], [-0.519744, 2.463035, -1.569792], [-0.058676, 1.517145, -0.366597], [1.067761, -3.773595, -5.721967], [1.169557, -3.006534, -4.290947], [1.258809, -2.439380, -3.269022], [-0.834058, -1.920482, -1.007006], [-1.450055, -1.064029, 0.519176], [-0.272018, -0.710006, 2.111800], [0.868283, 0.092196, 1.968526], [1.745902, 0.342865, 3.021662], [1.505692, -0.228222, 4.266457], [0.389307, -1.037711, 4.435766], [-0.485296, -1.273030, 3.374122], [-2.336350, 0.741854, 0.400598], [-3.116333, 1.007078, -0.734912], [-3.665156, 2.265419, -0.959873], [-3.442076, 3.303272, -0.054569], [-2.683889, 3.061998, 1.083632], [-2.143670, 1.792085, 1.305044], [-2.930538, -2.134760, 1.331716], [-3.794599, -1.644465, 2.316975], [-4.854622, -2.408427, 2.802086], [-5.070411, -3.688565, 2.300413], [-4.228289, -4.190529, 1.313027], [-3.172206, -3.416902, 0.831756], [1.075143, 0.552775, 1.001606], [2.611813, 0.980543, 2.874117], [2.180564, -0.043694, 5.093632], [0.196672, -1.492277, 5.400324], [-1.345908, -1.913238, 3.533799], [-3.256757, 0.214688, -1.465024], [-4.263095, 2.443707, -1.847155], [-3.861606, 4.286888, -0.234081], [-2.512069, 3.858353, 1.799638], [-1.553181, 1.624722, 2.202559], [-3.644867, -0.640469, 2.709201], [-5.514087, -2.004742, 3.563082], [-5.895621, -4.286223, 2.670716], [-4.401200, -5.182442, 0.908765], [-2.525388, -3.787441, 0.038369]],
  "atomic_forces_ev_per_a": [[0.793, -0.181, -0.349], [-0.163, -0.075, 0.279], [-0.251, 0.074, -0.142], [0.014, -0.207, -0.143], [-0.093, -0.201, 0.175], [0.210, 0.277, 0.072], [-0.117, 0.091, -0.176], [-0.319, -0.445, -0.279], [0.235, -0.033, 0.144], [-0.256, 0.109, -0.064], [-0.058, 0.159, 0.143], [0.122, 0.109, -0.083], [-0.044, 0.075, -0.047], [0.025, -0.232, -0.033], [0.038, 0.070, -0.128], [0.059, 0.064, -0.082], [0.002, -0.012, 0.091], [-0.042, 0.021, 0.034], [0.056, 0.036, 0.060], [0.102, -0.066, 0.022], [-0.082, -0.006, 0.021], [-0.043, 0.142, 0.090], [0.125, 0.000, 0.044], [0.098, -0.033, 0.075], [-0.074, 0.043, -0.038], [0.026, -0.018, 0.053], [-0.086, 0.055, -0.026], [-0.028, 0.036, 0.013], [0.052, -0.054, -0.063], [0.080, 0.163, 0.292], [-0.010, -0.276, -0.414], [-0.101, 0.069, 0.172], [-0.185, 0.457, 0.315], [-0.356, -0.247, -0.218], [0.288, -0.037, 0.214], [0.009, 0.062, 0.137], [-0.184, -0.115, -0.105], [-0.041, -0.014, -0.036], [-0.046, 0.006, -0.155], [0.226, 0.106, 0.031], [-0.007, 0.248, -0.145], [0.101, 0.180, 0.107], [0.068, -0.044, 0.088], [0.032, -0.122, 0.004], [0.003, -0.186, -0.076], [-0.130, 0.013, -0.059], [-0.169, -0.025, 0.114], [-0.008, -0.148, -0.035], [0.123, -0.028, -0.106], [0.089, 0.080, -0.031], [0.091, 0.146, 0.003], [-0.102, 0.005, 0.110], [-0.052, -0.138, 0.090], [0.015, 0.022, 0.008], [0.004, -0.005, 0.008], [-0.003, -0.010, 0.032], [-0.007, 0.019, -0.011], [0.013, 0.014, 0.021], [-0.004, 0.003, -0.001], [0.000, -0.013, -0.005], [0.011, -0.001, 0.005], [-0.012, 0.007, -0.050], [-0.007, -0.041, -0.025], [0.004, -0.005, -0.006], [-0.003, -0.004, 0.000], [0.004, 0.012, 0.010], [-0.036, 0.052, 0.053]],
  "charge": -1,
  "total_energy_ev": -108896.30939,
  "max_force_ev_per_a": 0.89,
  "gap_ev": 4.8140,
  "homo_energy_ev": -2.414
}